Record 1
10
Properties=species:S:1:pos:R:3 method="wB97M-V/def2-TZVPD" lumo_energy_ha=-0.0364 e_tot_ha=-1443.909706
C 0.5630 -1.5156 0.7505
C 1.3195 -0.3854 0.3934
P 0.1310 -2.9977 0.9974
P -3.5239 0.7020 0.2012
P -2.7891 -1.2182 0.3930
P -2.5948 -0.2613 -1.5907
H 1.5978 -0.4501 -0.6329
H 2.3596 -0.3072 0.9922
H 0.7379 0.5219 0.6076
H -3.7561 -0.8943 -2.0377

Record 2
11
Properties=species:S:1:pos:R:3 method="wB97M-V/def2-TZVPD" lumo_energy_ha=0.0034 e_tot_ha=-285.240443
O -1.3407 -0.0241 -0.1427
C -0.0762 -0.9833 -0.1009
C 0.7562 -0.0156 0.7351
C -0.2197 1.0466 0.3423
C 0.2938 -1.1858 -1.4436
N 0.6230 -1.4554 -2.5303
H -1.9518 -0.4509 0.5021
H 0.7812 -0.2347 1.8117
H 1.7781 0.0959 0.3563
H -0.7240 1.6826 1.0617
H 0.0495 1.5562 -0.5893

Record 3
19
Properties=species:S:1:pos:R:3 method="wB97M-V/def2-TZVPD" smiles="[H]/N=C1/OCC[N+](C#N)=C(C)O1" lumo_energy_ha=-0.1881 e_tot_ha=-547.807962 charge=+1
C 1.2058 -0.5719 -1.7335
C -1.5713 0.3936 1.1782
C 0.4501 0.8460 -0.0646
C -0.4787 -1.4896 -0.4732
C -0.4984 -1.6904 1.0378
C 1.5373 1.8386 -0.2757
N 2.1081 -0.7178 -2.4453
N -2.6987 0.8335 0.8903
N 0.3272 -0.2784 -0.8151
O -0.2103 1.0851 0.9817
O -1.5043 -0.8444 1.6327
H -0.1221 -2.2738 -1.1185
H -1.4874 -1.2950 -1.0273
H -0.6474 -2.7690 1.1169
H 0.5183 -1.4827 1.4414
H 2.6360 1.5283 -0.0683
H 1.7350 2.3514 -1.2562
H 1.4144 2.7351 0.3918
H -2.7136 1.8016 0.6067

Record 4
16
Properties=species:S:1:pos:R:3 method="wB97M-V/def2-TZVPD" smiles=O[C@H]1C[C@]2(CN2)C1 lumo_energy_ha=0.0371 e_tot_ha=-325.836083
O 0.9438 -1.3492 1.7787
C 0.7939 -1.3013 0.3799
C -0.6641 -1.1196 -0.1303
C -0.3234 0.3419 -0.3789
C -1.0254 1.5014 -0.9692
N -1.0224 1.2779 0.4834
C 1.1793 0.0626 -0.2573
H 0.4504 -0.6079 2.1570
H 1.3084 -2.1779 -0.0142
H -1.4237 -1.2475 0.6505
H -0.9252 -1.7132 -1.0086
H -1.9822 1.3951 -1.4782
H -0.4157 2.3360 -1.3205
H -0.3624 1.9035 0.9308
H 1.7224 -0.0536 -1.2052
H 1.7463 0.7518 0.3820

Record 5
16
Properties=species:S:1:pos:R:3 method="wB97M-V/def2-TZVPD" lumo_energy_ha=0.0349 e_tot_ha=-362.965347
C -0.8345 0.5095 1.9158
O 0.3815 -0.1250 1.5569
C 0.3027 -0.9871 0.4431
C 0.3735 -0.2075 -0.8524
N -0.6115 0.0182 -1.6319
O -1.7960 -0.5742 -1.1906
C 1.6925 0.4096 -1.2113
H -0.7490 1.5960 1.7858
H -1.6792 0.1552 1.3123
H -1.0347 0.2995 2.9738
H -0.5978 -1.6086 0.4745
H 1.1796 -1.6403 0.5075
H -2.4310 -0.2829 -1.8564
H 2.4597 -0.3644 -1.3343
H 2.0235 1.0663 -0.3993
H 1.6133 0.9833 -2.1371

Record 6
16
Properties=species:S:1:pos:R:3 method="wB97M-V/def2-TZVPD" smiles="CO[C@H]([NH3+])c1cc1=O" lumo_energy_ha=-0.1426 e_tot_ha=-400.148666 charge=+1
C 1.9360 -1.4352 -0.2635
C 1.3399 -0.2606 0.0138
C 2.7562 -0.2374 -0.2253
C -2.2173 -0.7833 -0.0211
C -0.0606 0.2549 0.1748
N -0.0390 1.7386 0.0519
O 3.8499 0.2376 -0.1758
O -1.1457 -0.1187 -0.6689
H 1.8977 -2.5009 -0.2487
H -2.8730 -1.0876 -0.7892
H -2.9042 -0.2352 0.7281
H -1.9411 -1.6397 0.4563
H -0.4323 -0.1851 1.0678
H -0.1892 2.0200 -0.9265
H 0.8335 2.0614 0.3030
H -0.8110 2.1712 0.5233

Repeat the fourth record exactly.
16
Properties=species:S:1:pos:R:3 method="wB97M-V/def2-TZVPD" smiles=O[C@H]1C[C@]2(CN2)C1 lumo_energy_ha=0.0371 e_tot_ha=-325.836083
O 0.9438 -1.3492 1.7787
C 0.7939 -1.3013 0.3799
C -0.6641 -1.1196 -0.1303
C -0.3234 0.3419 -0.3789
C -1.0254 1.5014 -0.9692
N -1.0224 1.2779 0.4834
C 1.1793 0.0626 -0.2573
H 0.4504 -0.6079 2.1570
H 1.3084 -2.1779 -0.0142
H -1.4237 -1.2475 0.6505
H -0.9252 -1.7132 -1.0086
H -1.9822 1.3951 -1.4782
H -0.4157 2.3360 -1.3205
H -0.3624 1.9035 0.9308
H 1.7224 -0.0536 -1.2052
H 1.7463 0.7518 0.3820